Record 1
Below is a cluster of 2 separate species, C6H17N2 in total, with properties calculated with ωB97M-V/def2-TZVPD.

Results
Frontier orbital gap, eV: 5.922
Energy above the lowest of the compared OMol25 structures with the same formula, charge and spin, kJ/mol: 633.4
HOMO level, eV: -14.33
Spin multiplicity: 1
Charge: +1

Each line ends with the Löwdin charge.
Atoms and positions in Å:
C: 0.90 -0.30 0.67  -0.05
N: 1.05 1.08 0.26  -0.01
C: 1.33 2.04 1.33  -0.25
C: 1.40 3.45 0.77  -0.08
C: -0.06 -1.03 -0.45  -0.38
N: -1.24 -0.45 -0.45  0.32
C: -0.83 -3.26 -1.33  -0.06
C: -0.19 -2.54 -0.10  -0.17
H: 1.85 -0.78 0.85  0.14
H: 0.24 -0.42 1.53  0.14
H: 0.13 1.31 -0.10  0.09
H: 0.55 2.06 2.10  0.13
H: 2.24 1.80 1.88  0.13
H: 0.53 3.63 0.14  0.08
H: 2.30 3.74 0.23  0.08
H: 1.33 4.18 1.59  0.09
H: 0.43 -1.01 -1.43  0.18
H: -3.73 0.86 -1.52  0.01
H: -1.25 0.32 -1.14  0.10
H: -3.94 1.09 -0.84  0.02
H: -1.22 -4.23 -1.06  0.09
H: -0.02 -3.37 -2.06  0.09
H: -1.62 -2.61 -1.69  0.07
H: -0.93 -2.60 0.69  0.12
H: 0.76 -2.99 0.15  0.12

Record 2
Below is a cluster of 2 separate species, C6H17N4O in total, with properties calculated with ωB97M-V/def2-TZVPD.

Results
Frontier orbital gap, eV: 10.725
Energy above the lowest of the compared OMol25 structures with the same formula, charge and spin, kJ/mol: 84.6
HOMO level, eV: -13.50
Spin multiplicity: 1
Charge: +1

Each line ends with the Löwdin charge.
Atoms and positions in Å:
C: 1.76 1.81 0.08  -0.22
C: 2.57 1.05 -1.01  -0.06
C: 0.91 0.71 2.11  -0.39
N: 0.83 0.99 0.81  0.10
N: 1.61 1.59 2.93  0.16
N: 0.04 -0.17 2.56  0.20
H: 2.42 2.43 0.65  0.11
H: 1.22 2.60 -0.47  0.12
H: 2.48 -0.03 -0.82  0.08
H: 3.62 1.34 -0.98  0.07
H: 0.20 0.44 0.23  0.12
H: 0.94 1.99 3.57  0.12
H: 2.53 1.31 3.24  0.12
H: -0.68 -0.67 1.98  0.11
H: -0.06 -0.58 3.48  0.14
H: 2.31 1.47 -1.99  0.08
C: -1.57 -1.71 -1.94  -0.16
C: -1.59 -0.30 -2.47  -0.10
C: -1.64 -1.73 -0.41  -0.50
O: -0.63 -1.49 0.27  -0.02
N: -2.78 -2.13 0.16  0.19
H: -2.46 -2.22 -2.31  0.12
H: -0.67 -2.24 -2.23  0.13
H: -1.51 -0.29 -3.57  0.09
H: -0.82 0.38 -2.08  0.07
H: -2.79 -2.53 1.08  0.12
H: -3.64 -2.21 -0.37  0.12
H: -2.60 0.21 -2.48  0.10

Record 3
Below is a cluster of 2 separate species, C6H17N6O3 in total, with properties calculated with ωB97M-V/def2-TZVPD.

Results
Frontier orbital gap, eV: 9.193
Energy above the lowest of the compared OMol25 structures with the same formula, charge and spin, kJ/mol: 13.5
HOMO level, eV: -12.30
Spin multiplicity: 1
Charge: +1

Each line ends with the Löwdin charge.
Atoms and positions in Å:
C: -0.16 0.95 1.70  -0.06
C: -1.02 -0.25 1.24  -0.29
C: -2.10 -0.04 0.49  -0.18
C: -2.85 -1.15 -0.28  -0.18
C: -2.64 1.32 0.07  -0.19
C: 3.69 -0.58 -0.52  -0.22
N: 1.01 0.97 1.20  -0.10
N: 1.74 -1.32 -1.43  0.03
N: 2.26 -0.64 -0.49  -0.01
N: 2.02 1.86 1.39  0.10
N: 0.45 -1.42 -1.51  0.12
N: -0.45 -1.52 1.52  0.08
O: -2.48 -1.13 -1.64  -0.10
O: -2.23 1.42 -1.25  -0.03
O: 4.01 0.75 -0.91  -0.07
H: -0.66 1.85 2.31  0.17
H: -3.94 -0.83 -0.34  0.14
H: -2.67 -2.08 0.18  0.10
H: -2.20 2.24 0.72  0.16
H: -3.73 1.15 0.03  0.13
H: 3.98 -1.24 -1.32  0.12
H: 4.12 -0.76 0.53  0.16
H: 2.66 1.75 0.63  0.06
H: 1.61 2.75 1.74  0.13
H: -0.01 -1.85 -2.35  0.15
H: -0.32 -1.04 -0.81  0.13
H: 1.58 -0.15 0.35  0.13
H: -1.14 -2.27 1.80  0.13
H: 0.11 -1.52 2.36  0.09
H: -2.39 -0.18 -1.95  0.09
H: -2.68 2.08 -1.65  0.06
H: 4.43 0.88 -1.81  0.14

| no. | maximum force (eV/A) | E_tot (eV) |
| --- | --- | --- |
| 1 | 3.64 | -9465.4699 |
| 2 | 2.90 | -14500.2719 |
| 3 | 4.57 | -21569.5889 |